Entry from the OMol25 dataset: a gas-phase ion, C2H4ClO (charge +1) at a distorted geometry (ωB97M-V/def2-TZVPD).

XYZ file:
```
8
Properties=species:S:1:pos:R:3:forces:R:3
C 0.000 -0.518 -1.304 1.118 3.521 -1.443
C 0.289 0.173 0.914 -2.357 3.416 4.008
O -0.059 -0.701 -0.106 -0.346 -2.538 1.340
Cl -1.584 0.710 1.312 2.490 -0.280 -0.281
H -0.689 -0.977 -1.997 0.219 -1.013 -0.017
H 0.621 0.372 -1.569 -0.394 -0.805 -0.624
H 0.843 1.162 0.826 -0.554 -1.468 -1.330
H 0.579 -0.221 1.925 -0.176 -0.833 -1.653
```
Positions in Å, forces in eV/Å.

Computed properties:
Relative energy (zero: lowest compared OMol25 entry of this formula, charge and spin) = 31.3 kcal/mol
HOMO level = -16.00 eV
Total charge = +1

Okay, here come the natural (NBO) numbers, in e, for every atom: number 1, C, carries 0.42; number 2, C, carries -0.07; number 3, O, carries -0.31; number 4, Cl, carries -0.04; number 5, H, carries 0.24; number 6, H, carries 0.20; number 7, H, carries 0.27; number 8, H, carries 0.29